# 1
C58H109N5O24P6 | the ωB97M-V functional and the def2-TZVPD basis

HOMO (eV): -9.497
Frontier orbital gap (eV): 9.82
SMILES string: CCOP(=O)(OCC)OCC.CCOP(=O)(OCC)OCC.CCOP(=O)(OCC)OCC.CCOP(=O)(OCC)OCC.CCOP(=O)(OCC)OCC.COP(=O)(OC)OC.c1ccncc1.c1ccncc1.c1ccncc1.c1ccncc1.c1ccncc1
E_LUMO (eV): 0.3

Each line ends with the Löwdin charge.
Element x y z (Å)
C1 -9.224 -1.049 -0.917  -0.05
C2 -8.835 0.435 -1.218  -0.29
O1 -7.473 0.669 -1.338  -0.16
P1 -6.643 1.339 -0.139  0.50
O2 -5.202 1.044 -0.167  -0.23
O3 -7.057 2.927 -0.226  -0.20
C3 -6.255 3.859 -0.875  -0.28
C4 -5.525 4.630 0.252  -0.05
O4 -7.340 0.850 1.244  -0.17
C5 -6.682 1.210 2.457  -0.30
C6 -7.649 1.627 3.469  -0.08
H1 -8.683 -1.352 -0.020  0.07
H2 -10.281 -1.239 -0.732  0.08
H3 -8.900 -1.675 -1.749  0.06
H4 -9.325 0.710 -2.152  0.12
H5 -9.382 1.032 -0.490  0.11
H6 -5.560 3.383 -1.567  0.10
H7 -6.965 4.435 -1.468  0.12
H8 -6.252 4.808 1.044  0.08
H9 -4.639 4.149 0.667  0.07
H10 -5.223 5.613 -0.109  0.07
H11 -5.999 0.465 2.865  0.12
H12 -6.034 2.080 2.351  0.11
H13 -7.074 2.276 4.129  0.09
H14 -8.433 2.291 3.104  0.09
H15 -8.205 0.895 4.056  0.08
C7 -3.949 -6.833 -0.876  -0.06
C8 -4.295 -5.545 -1.527  -0.32
O5 -5.665 -5.303 -1.284  -0.22
P2 -6.623 -4.799 -2.526  0.54
O6 -6.793 -5.715 -3.674  -0.23
O7 -7.973 -4.235 -1.800  -0.22
C9 -9.057 -5.128 -1.445  -0.24
C10 -9.254 -5.155 0.097  -0.06
O8 -5.926 -3.342 -2.947  -0.19
C11 -5.834 -2.268 -2.020  -0.30
C12 -4.512 -1.667 -2.255  -0.08
H16 -2.863 -6.923 -0.884  0.08
H17 -4.274 -6.839 0.165  0.07
H18 -4.428 -7.711 -1.310  0.09
H19 -3.883 -4.672 -1.020  0.09
H20 -3.950 -5.485 -2.559  0.12
H21 -9.970 -4.805 -1.946  0.12
H22 -8.865 -6.129 -1.829  0.11
H23 -9.378 -4.108 0.375  0.06
H24 -10.202 -5.648 0.314  0.07
H25 -8.422 -5.596 0.645  0.07
H26 -6.547 -1.482 -2.270  0.10
H27 -6.039 -2.603 -1.003  0.10
H28 -4.371 -0.784 -1.632  0.05
H29 -3.669 -2.345 -2.118  0.07
H30 -4.443 -1.342 -3.293  0.09
C13 1.387 4.163 0.999  -0.08
C14 1.476 3.403 2.263  -0.27
O9 2.460 3.949 3.184  -0.20
P3 2.840 3.157 4.574  0.46
O10 1.670 2.991 5.474  -0.24
O11 3.409 1.786 3.981  -0.20
C15 3.718 0.689 4.847  -0.22
C16 4.095 -0.624 4.075  -0.05
O12 4.095 3.989 5.179  -0.19
C17 3.749 5.333 5.647  -0.23
C18 3.372 5.342 7.163  -0.08
H31 2.342 4.140 0.475  0.06
H32 0.697 3.666 0.318  0.04
H33 1.150 5.212 1.177  0.09
H34 0.532 3.328 2.802  0.12
H35 1.841 2.409 2.004  0.09
H36 4.494 0.980 5.554  0.12
H37 2.824 0.457 5.426  0.11
H38 3.209 -1.123 3.682  0.06
H39 4.817 -0.504 3.267  0.04
H40 4.526 -1.383 4.728  0.07
H41 4.572 6.010 5.418  0.12
H42 2.823 5.705 5.207  0.10
H43 4.128 5.034 7.885  0.07
H44 3.246 6.366 7.515  0.07
H45 2.429 4.807 7.266  0.06
C19 2.640 -1.332 -2.571  -0.06
C20 2.976 -2.715 -2.127  -0.26
O13 4.116 -2.518 -1.321  -0.20
P4 5.487 -3.245 -1.706  0.49
O14 5.277 -4.648 -2.143  -0.24
O15 6.125 -2.228 -2.802  -0.17
C21 6.269 -0.847 -2.496  -0.29
C22 7.702 -0.402 -2.604  -0.05
O16 6.465 -3.046 -0.412  -0.17
C23 6.089 -3.655 0.790  -0.27
C24 5.274 -2.679 1.625  -0.08
H46 2.394 -0.718 -1.705  0.06
H47 3.356 -0.764 -3.164  0.06
H48 1.715 -1.228 -3.139  0.06
H49 2.172 -3.155 -1.536  0.10
H50 3.098 -3.389 -2.974  0.12
H51 5.534 -0.308 -3.093  0.11
H52 5.937 -0.709 -1.467  0.09
H53 8.207 -0.517 -3.563  0.08
H54 7.772 0.646 -2.313  0.06
H55 8.270 -0.896 -1.816  0.08
H56 5.620 -4.631 0.672  0.12
H57 7.013 -3.758 1.360  0.12
H58 4.326 -2.471 1.130  0.06
H59 5.103 -2.991 2.655  0.07
H60 5.743 -1.698 1.705  0.05
C25 7.955 4.172 1.224  -0.05
C26 7.780 4.803 -0.177  -0.27
O17 6.458 4.520 -0.561  -0.21
P5 6.087 3.548 -1.777  0.46
O18 7.189 3.355 -2.800  -0.27
O19 5.790 2.131 -0.984  -0.19
C27 4.757 2.070 0.038  -0.25
C28 5.113 1.214 1.180  -0.07
O20 4.754 4.141 -2.370  -0.20
C29 4.631 5.569 -2.695  -0.19
C30 3.863 6.337 -1.521  -0.05
H61 8.933 4.542 1.530  0.07
H62 7.292 4.632 1.957  0.08
H63 7.920 3.087 1.123  0.08
H64 7.822 5.891 -0.153  0.12
H65 8.549 4.527 -0.899  0.12
H66 4.525 3.094 0.331  0.11
H67 3.852 1.677 -0.425  0.11
H68 5.677 1.650 2.003  0.09
H69 4.190 0.828 1.614  0.06
H70 5.592 0.268 0.928  0.06
H71 5.500 6.144 -3.015  0.12
H72 4.000 5.618 -3.583  0.11
H73 4.346 6.397 -0.545  0.07
H74 3.675 7.390 -1.730  0.07
H75 2.930 5.805 -1.335  0.04
C31 -1.094 -0.546 -1.876  -0.09
O21 -0.778 -0.597 -0.487  -0.23
P6 0.043 0.556 0.280  0.48
O22 1.043 1.328 -0.563  -0.27
O23 0.599 -0.249 1.558  -0.23
C32 1.421 -1.419 1.389  -0.06
O24 -1.152 1.462 0.886  -0.22
C33 -2.008 2.187 -0.008  -0.08
H76 -0.768 0.380 -2.350  0.07
H77 -2.184 -0.565 -1.892  0.07
H78 -0.676 -1.411 -2.390  0.08
H79 2.442 -1.076 1.225  0.08
H80 1.105 -2.114 0.611  0.07
H81 1.250 -1.948 2.327  0.07
H82 -1.923 1.921 -1.062  0.07
H83 -1.782 3.253 0.033  0.08
H84 -3.049 2.000 0.253  0.06
C34 0.890 -3.382 4.966  -0.09
C35 0.823 -4.294 3.901  -0.08
C36 2.017 -4.940 3.511  -0.14
N1 3.176 -4.834 4.223  0.05
C37 3.174 -4.025 5.298  -0.16
C38 2.031 -3.329 5.760  -0.07
H85 -0.010 -2.831 5.196  0.10
H86 -0.116 -4.393 3.376  0.07
H87 1.868 -5.731 2.790  0.09
H88 4.098 -4.063 5.854  0.10
H89 2.126 -2.688 6.623  0.10
C39 2.369 1.413 -4.406  -0.10
C40 1.441 0.769 -5.234  -0.07
C41 1.891 0.559 -6.570  -0.14
N2 3.114 0.877 -6.986  0.05
C42 3.958 1.497 -6.152  -0.15
C43 3.675 1.783 -4.836  -0.05
H90 1.972 1.666 -3.434  0.09
H91 0.446 0.659 -4.830  0.09
H92 1.195 0.139 -7.281  0.10
H93 4.969 1.682 -6.486  0.11
H94 4.419 2.278 -4.229  0.09
C44 1.019 -5.602 -1.329  -0.05
C45 0.296 -4.896 -0.377  -0.08
C46 -0.801 -4.132 -0.798  -0.14
N3 -1.206 -4.164 -2.087  0.06
C47 -0.452 -4.749 -3.028  -0.16
C48 0.687 -5.470 -2.738  -0.05
H95 1.944 -6.108 -1.093  0.11
H96 0.459 -4.961 0.689  0.08
H97 -1.364 -3.551 -0.082  0.09
H98 -0.764 -4.632 -4.055  0.10
H99 1.338 -5.831 -3.520  0.10
C49 -4.365 -1.742 1.416  -0.05
C50 -4.318 -3.165 1.322  -0.06
C51 -3.272 -3.786 1.983  -0.18
N4 -2.219 -3.173 2.546  0.06
C52 -2.277 -1.797 2.631  -0.10
C53 -3.309 -1.065 2.035  -0.06
H100 -5.214 -1.223 0.996  0.08
H101 -5.209 -3.696 1.021  0.10
H102 -3.358 -4.863 1.992  0.10
H103 -1.399 -1.320 3.041  0.09
H104 -3.373 0.012 2.078  0.09
C54 -1.854 3.784 -3.442  -0.06
C55 -0.452 3.708 -3.281  -0.06
C56 0.108 4.558 -2.339  -0.12
N5 -0.621 5.532 -1.629  0.07
C57 -1.999 5.571 -1.830  -0.14
C58 -2.648 4.715 -2.717  -0.08
H105 -2.339 3.262 -4.253  0.10
H106 0.223 3.143 -3.907  0.08
H107 1.180 4.647 -2.247  0.09
H108 -2.482 6.436 -1.401  0.09
H109 -3.707 4.843 -2.889  0.09

---

# 2
C58H126BN6O20 | the ωB97M-V functional and the def2-TZVPD basis

HOMO (spin up / spin down) (eV): -7.437 / -7.437
Frontier orbital gap (spin up / spin down) (eV): 6.19 / 2.36
2S+1: 2
E_LUMO (spin up / spin down) (eV): -1.2 / -5.1

Each line ends with the Mulliken spin population.
Element x y z (Å)
O1 -0.371 3.987 1.101  0.00
C1 -0.247 2.893 0.548  0.00
O2 0.864 2.073 0.544  0.00
B1 0.536 0.820 -0.156  0.00
O3 -0.963 0.857 -0.390  0.00
C2 -1.440 2.057 -0.051  0.00
O4 -2.625 2.403 -0.158  0.00
O5 0.879 -0.428 0.588  0.00
C3 1.821 -1.075 -0.004  0.00
O6 2.346 -2.117 0.387  0.00
C4 2.054 -0.345 -1.391  0.00
O7 1.228 0.751 -1.430  0.00
O8 2.856 -0.621 -2.305  0.00
C5 2.761 -1.462 -6.911  0.00
C6 3.712 -2.448 -6.298  0.00
C7 4.156 -3.424 -7.364  0.00
C8 5.491 -4.131 -7.127  0.00
C9 6.549 -3.042 -6.720  0.00
C10 6.142 -2.138 -5.615  0.00
N1 4.799 -1.627 -5.808  0.00
O9 4.428 -0.603 -4.789  0.00
C11 6.348 -2.947 -4.299  0.00
C12 7.151 -0.951 -5.606  0.00
C13 2.979 -3.283 -5.188  0.00
H1 3.189 -0.927 -7.758  0.00
H2 2.483 -0.695 -6.188  0.00
H3 1.835 -1.956 -7.205  0.00
H4 3.521 -4.307 -7.430  0.00
H5 4.233 -2.994 -8.363  0.00
H6 5.781 -4.653 -8.039  0.00
H7 5.451 -4.934 -6.391  0.00
H8 6.605 -2.403 -7.601  0.00
H9 7.548 -3.456 -6.580  0.00
H10 7.392 -2.935 -3.986  0.00
H11 5.765 -2.468 -3.512  0.00
H12 5.914 -3.946 -4.284  0.00
H13 8.194 -1.259 -5.529  0.00
H14 7.042 -0.455 -6.571  0.00
H15 7.086 -0.373 -4.685  0.00
H16 3.660 -4.058 -4.837  0.00
H17 2.080 -3.824 -5.482  0.00
H18 2.800 -2.630 -4.333  0.00
H19 4.242 -1.092 -3.983  0.00
C14 -2.791 9.569 3.266  0.00
C15 -4.024 8.969 2.576  0.00
C16 -4.141 9.614 1.126  0.00
C17 -4.702 8.655 0.078  0.00
C18 -5.387 7.431 0.577  0.00
C19 -4.552 6.576 1.611  0.00
N2 -3.730 7.488 2.410  0.00
O10 -3.103 6.900 3.495  0.00
C20 -5.487 5.719 2.544  0.00
C21 -3.676 5.633 0.762  0.00
C22 -5.304 9.171 3.407  0.00
H20 -1.921 9.329 2.653  0.00
H21 -2.820 9.175 4.281  0.00
H22 -2.920 10.652 3.265  0.00
H23 -4.904 10.375 1.290  0.00
H24 -3.251 10.176 0.844  0.00
H25 -3.872 8.396 -0.578  0.00
H26 -5.403 9.178 -0.573  0.00
H27 -5.583 6.784 -0.278  0.00
H28 -6.419 7.692 0.815  0.00
H29 -6.265 5.329 1.887  0.00
H30 -4.927 4.894 2.985  0.00
H31 -5.887 6.160 3.457  0.00
H32 -3.033 6.193 0.084  0.00
H33 -2.972 5.102 1.402  0.00
H34 -4.242 4.933 0.147  0.00
H35 -5.849 10.114 3.378  0.00
H36 -5.163 9.122 4.487  0.00
H37 -5.970 8.378 3.067  0.00
H38 -3.840 6.868 4.109  0.00
C23 4.888 -4.991 1.674  0.09
C24 4.807 -6.426 1.021  -0.03
C25 3.352 -6.897 0.823  0.01
C26 2.588 -6.311 -0.326  -0.01
C27 3.469 -6.466 -1.581  0.02
C28 4.833 -5.908 -1.541  -0.01
N3 5.534 -6.320 -0.291  0.75
O11 6.897 -5.915 -0.231  0.04
C29 5.596 -6.468 -2.750  0.02
C30 4.704 -4.347 -1.599  0.09
C31 5.458 -7.523 1.916  0.04
H39 4.161 -4.948 2.484  0.01
H40 4.727 -4.155 0.994  -0.01
H41 5.834 -4.790 2.177  0.00
H42 3.239 -7.979 0.755  0.00
H43 2.800 -6.559 1.700  0.00
H44 2.288 -5.302 -0.042  0.00
H45 1.656 -6.868 -0.430  0.00
H46 2.867 -5.870 -2.267  0.00
H47 3.527 -7.527 -1.824  -0.01
H48 5.938 -7.492 -2.601  -0.01
H49 5.079 -6.333 -3.700  0.01
H50 6.537 -5.920 -2.784  0.00
H51 4.259 -4.004 -2.533  0.02
H52 3.922 -3.954 -0.949  -0.02
H53 5.675 -3.878 -1.435  -0.01
H54 4.860 -7.833 2.773  0.00
H55 6.476 -7.219 2.158  0.00
H56 5.433 -8.468 1.371  -0.01
H57 7.316 -6.757 -0.424  0.01
C32 -0.417 -1.720 -3.377  0.00
C33 -0.606 -3.151 -2.737  0.00
C34 -1.380 -2.735 -1.383  0.00
C35 -2.165 -3.951 -0.895  0.00
C36 -3.019 -4.582 -2.027  0.00
C37 -2.254 -5.027 -3.312  0.00
N4 -1.519 -3.811 -3.697  0.00
O12 -0.866 -3.976 -4.885  0.00
C38 -1.352 -6.284 -3.104  0.00
C39 -3.347 -5.396 -4.337  0.00
C40 0.699 -3.874 -2.373  0.00
H58 -1.172 -1.350 -4.070  0.00
H59 0.494 -1.742 -3.975  0.00
H60 -0.258 -1.046 -2.535  0.00
H61 -0.695 -2.401 -0.604  0.00
H62 -2.095 -1.922 -1.506  0.00
H63 -2.719 -3.602 -0.023  0.00
H64 -1.388 -4.596 -0.485  0.00
H65 -3.956 -4.026 -2.054  0.00
H66 -3.381 -5.514 -1.593  0.00
H67 -1.011 -6.357 -2.071  0.00
H68 -1.813 -7.173 -3.535  0.00
H69 -0.498 -6.216 -3.778  0.00
H70 -3.122 -5.027 -5.338  0.00
H71 -3.515 -6.461 -4.497  0.00
H72 -4.321 -4.923 -4.210  0.00
H73 0.639 -4.863 -1.920  0.00
H74 1.373 -3.242 -1.794  0.00
H75 1.206 -4.065 -3.318  0.00
H76 -1.678 -4.112 -5.378  0.00
C41 1.261 0.958 4.627  0.00
C42 0.611 2.133 5.318  0.00
C43 0.731 1.921 6.858  0.00
C44 0.445 3.196 7.628  0.00
C45 1.284 4.444 7.097  0.00
C46 1.077 4.721 5.629  0.00
N5 1.304 3.432 4.889  0.00
O13 1.355 3.555 3.445  0.00
C47 -0.348 5.319 5.366  0.00
C48 2.169 5.810 5.271  0.00
C49 -0.921 2.123 4.897  0.00
H77 2.269 0.715 4.965  0.00
H78 1.144 0.899 3.545  0.00
H79 0.702 0.040 4.811  0.00
H80 -0.021 1.175 7.112  0.00
H81 1.697 1.528 7.176  0.00
H82 0.644 3.026 8.686  0.00
H83 -0.607 3.482 7.628  0.00
H84 2.309 4.322 7.446  0.00
H85 0.916 5.335 7.606  0.00
H86 -0.420 5.312 4.278  0.00
H87 -1.275 4.786 5.576  0.00
H88 -0.557 6.322 5.739  0.00
H89 2.205 6.122 4.228  0.00
H90 1.989 6.721 5.841  0.00
H91 3.173 5.391 5.340  0.00
H92 -1.645 2.736 5.434  0.00
H93 -1.456 1.195 5.098  0.00
H94 -1.112 2.267 3.834  0.00
H95 0.468 3.872 3.261  0.00
C50 -7.091 -0.275 0.908  0.00
C51 -5.907 0.457 1.441  0.00
C52 -6.396 0.960 2.879  0.00
C53 -6.284 -0.047 4.029  0.00
C54 -4.856 -0.559 4.114  0.00
C55 -4.367 -1.197 2.747  0.00
N6 -4.653 -0.252 1.619  0.00
O14 -3.881 -0.390 0.482  0.00
C56 -2.802 -1.302 2.882  0.00
C57 -4.814 -2.739 2.501  0.00
C58 -5.711 1.744 0.546  0.00
H96 -7.966 0.278 0.567  0.00
H97 -7.424 -1.065 1.582  0.00
H98 -6.674 -0.877 0.100  0.00
H99 -5.789 1.822 3.153  0.00
H100 -7.454 1.221 2.859  0.00
H101 -7.059 -0.804 3.910  0.00
H102 -6.584 0.429 4.963  0.00
H103 -4.863 -1.272 4.939  0.00
H104 -4.117 0.172 4.441  0.00
H105 -2.433 -1.790 3.785  0.00
H106 -2.379 -2.000 2.159  0.00
H107 -2.277 -0.352 2.785  0.00
H108 -4.243 -3.433 3.118  0.00
H109 -5.888 -2.856 2.649  0.00
H110 -4.470 -2.985 1.496  0.00
H111 -5.695 1.400 -0.488  0.00
H112 -4.778 2.270 0.747  0.00
H113 -6.626 2.312 0.715  0.00
H114 -3.236 0.300 0.654  0.00
O15 -0.033 2.811 -2.932  0.00
H115 0.725 2.267 -2.721  0.00
H116 -0.781 2.217 -2.866  0.00
O16 -0.763 6.669 1.487  0.00
H117 -0.753 5.732 1.293  0.00
H118 -1.591 6.810 1.945  0.00
O17 4.908 -1.325 1.866  0.00
H119 5.530 -1.884 1.401  0.00
H120 4.105 -1.376 1.346  0.00
O18 5.101 1.504 -3.224  0.00
H121 5.362 1.414 -2.308  0.00
H122 4.763 0.641 -3.463  0.00
O19 -0.252 5.247 -1.883  0.00
H123 -0.145 4.306 -2.025  0.00
H124 0.523 5.503 -1.383  0.00
O20 -2.444 1.268 -3.139  0.00
H125 -3.290 1.690 -2.987  0.00
H126 -2.358 0.639 -2.423  0.00

---

Calculated E, -6403.58408 -4143.41416 hartree (same order as the records).